Computed, not measured: the molecule C5H11N2O, with ωB97M-V/def2-TZVPD.

ORCA input file:
```
! RIJCOSX wB97M-V def2-TZVPD def2/J DEFGRID3
* xyz 0 2
C -0.41236 1.58241 0.77046
O -1.70055 1.78324 1.16558
C 0.06709 0.15355 1.37636
C -0.05939 -0.96317 0.31680
C 0.90554 -0.70407 -0.93376
C 0.52580 -1.21231 -2.12981
N 1.31986 -0.74684 -3.24104
N -0.75454 -0.05927 2.60447
H 0.32615 2.42991 1.09227
H -0.31054 1.40462 -0.27583
H 1.15606 0.31000 1.64824
H -1.01541 -1.09816 -0.02111
H 0.39710 -1.95580 0.71022
H 1.58130 0.21532 -0.89139
H -0.31450 -1.88608 -2.32653
H 2.23618 -0.72152 -2.94624
H 1.06455 -1.09191 -4.16662
H -1.53810 0.75158 2.49227
H -0.09575 -0.11954 3.41576
*
```

electronic energy = -381.6923 a.u.
molecular weight = 115.16 g/mol
max |F| = 5.6 eV/A
Kohn-Sham gap (spin up / spin down) = 9.24 / 6.18 eV

Table of natural (NBO) atomic charges, one value per atom, all in e: -0.151 -0.306 -0.020 -0.435 -0.307 -0.003 -0.840 -0.871 0.153 0.233 0.186 0.210 0.219 0.203 0.200 0.378 0.381 0.394 0.376